1.
A structure of composition C2H4N4O2 at a distorted geometry. Source: OMol25; level of theory: the ωB97M-V functional and the def2-TZVPD basis.

Cartesian coordinates (Å):
C  1.04  0.00  -0.46
C  -1.00  0.98  0.59
H  -2.12  -1.83  1.01
H  -0.22  -1.66  -1.48
H  2.81  0.48  -1.29
H  1.20  1.87  0.64
N  -1.31  -0.44  0.07
N  -0.07  -0.73  -0.55
N  2.10  -0.41  -1.07
N  0.51  1.09  0.42
O  -1.30  -1.35  1.21
O  -1.65  2.01  0.91

Results
ΔE to the lowest compared entry with this formula, charge and spin = 438.5 kJ/mol
Energy = -447.935412 Ha
Orbital gap = 9.6 eV
LUMO level = 0.22 eV

***

2.
A structure of composition C30H60Cu2O15S2 at a distorted geometry. Source: OMol25; level of theory: the ωB97M-V functional and the def2-TZVPD basis.

Cartesian coordinates (Å):
Cu  -2.42  2.31  -0.40
Cu  3.17  -3.28  1.24
S  0.14  -0.68  0.34
O  0.44  0.74  0.06
O  0.79  -1.04  1.58
O  -1.29  -0.65  0.27
O  0.72  -1.67  -0.52
C  -7.82  1.69  3.17
C  -7.68  0.28  2.66
C  -6.88  0.27  1.37
O  -6.12  1.38  1.56
C  -6.86  2.42  2.13
H  -7.45  1.77  4.19
H  -8.86  2.00  3.05
H  -8.64  -0.22  2.52
H  -7.10  -0.32  3.36
H  -7.58  0.44  0.55
H  -6.43  -0.71  1.19
H  -7.48  2.94  1.40
H  -6.25  3.16  2.65
C  8.27  -0.62  -1.47
C  7.60  0.73  -1.13
C  6.12  0.26  -0.86
O  6.20  -1.16  -0.45
C  7.59  -1.64  -0.55
H  9.35  -0.67  -1.34
H  8.01  -0.76  -2.52
H  7.92  1.48  -1.86
H  8.04  1.14  -0.23
H  5.58  0.40  -1.80
H  5.61  0.76  -0.03
H  7.60  -2.67  -0.90
H  8.08  -1.64  0.42
C  0.33  6.31  -4.87
C  0.36  5.07  -5.69
C  0.06  4.01  -4.60
O  -0.58  4.71  -3.53
C  -0.76  6.07  -3.84
H  -0.07  7.15  -5.43
H  1.30  6.66  -4.52
H  1.30  4.83  -6.19
H  -0.53  4.99  -6.31
H  1.06  3.71  -4.28
H  -0.66  3.26  -4.93
H  -0.60  6.68  -2.95
H  -1.74  6.28  -4.26
C  -4.72  0.08  -5.53
C  -5.83  1.06  -5.59
C  -5.76  1.85  -4.27
O  -4.68  1.26  -3.52
C  -4.52  -0.04  -4.07
H  -3.91  0.40  -6.19
H  -5.09  -0.79  -6.06
H  -6.82  0.64  -5.75
H  -5.60  1.71  -6.44
H  -6.67  1.71  -3.68
H  -5.51  2.88  -4.53
H  -5.21  -0.76  -3.63
H  -3.52  -0.43  -3.87
C  5.00  -1.55  6.82
C  5.51  -0.15  6.58
C  5.68  -0.23  5.05
O  4.76  -1.29  4.61
C  4.13  -1.94  5.69
H  4.57  -1.67  7.81
H  5.82  -2.25  6.70
H  6.46  0.03  7.09
H  4.73  0.53  6.94
H  6.67  -0.65  4.91
H  5.59  0.78  4.64
H  3.94  -3.01  5.75
H  3.15  -1.52  5.94
C  0.17  4.92  4.27
C  -0.37  3.75  5.13
C  -1.47  3.18  4.33
O  -1.42  3.89  3.08
C  -0.97  5.24  3.30
H  0.95  4.48  3.66
H  0.35  5.85  4.81
H  -0.73  4.15  6.07
H  0.38  2.97  5.28
H  -2.44  3.40  4.78
H  -1.33  2.10  4.24
H  -1.77  5.86  3.69
H  -0.62  5.71  2.38
C  -1.98  -6.76  3.52
C  -2.12  -7.34  2.12
C  -0.98  -6.63  1.36
O  -0.18  -5.94  2.31
C  -1.14  -5.48  3.30
H  -1.49  -7.55  4.10
H  -2.90  -6.51  4.04
H  -3.07  -7.14  1.62
H  -1.89  -8.41  2.15
H  -1.42  -5.86  0.72
H  -0.31  -7.29  0.81
H  -1.76  -4.65  2.97
H  -0.66  -5.20  4.24
C  2.57  -4.87  -4.93
C  3.59  -3.65  -5.00
O  3.42  -3.27  -6.38
S  1.90  -3.44  -6.85
O  1.74  -3.43  -8.28
O  0.99  -2.58  -6.05
O  1.95  -4.98  -6.25
H  1.81  -4.78  -4.15
H  3.14  -5.76  -4.66
H  4.61  -4.04  -5.01
H  3.45  -2.78  -4.35

Results
Spin multiplicity = 3
ΔE to the lowest compared entry with this formula, charge and spin = 1347.0 kJ/mol
Energy = -6383.863017 Ha
Orbital gap (spin up / spin down) = 4.8 / 2.4 eV
Charge = +2
LUMO level (spin up / spin down) = -8.41 / -10.79 eV

***

3.
A structure of composition C17H27BNO4P2Sr at a distorted geometry. Source: OMol25; level of theory: the ωB97M-V functional and the def2-TZVPD basis.

Cartesian coordinates (Å):
Sr  -0.95  0.46  -1.18
P  -1.46  1.08  1.60
C  -1.22  2.89  1.28
C  0.15  3.23  0.75
N  0.77  2.34  -0.06
C  2.09  2.57  -0.30
C  2.70  3.81  -0.04
C  1.97  4.81  0.59
C  0.69  4.50  1.03
C  2.94  1.50  -0.92
P  1.92  0.16  -1.65
H  0.07  5.23  1.54
H  3.71  3.98  -0.37
H  2.39  5.81  0.74
H  3.51  1.99  -1.73
H  3.61  1.05  -0.17
H  -1.95  3.25  0.52
H  -1.35  3.40  2.24
H  -2.68  1.76  -4.04
O  -2.63  2.55  -3.44
H  -3.06  3.25  -4.02
H  -0.60  -1.35  -4.66
O  -0.99  -0.77  -5.36
H  -1.02  -1.35  -6.15
C  1.86  0.86  -3.35
H  2.91  0.97  -3.69
H  1.31  0.18  -4.00
H  1.37  1.84  -3.39
C  3.15  -1.14  -1.91
H  2.65  -1.95  -2.45
H  4.01  -0.77  -2.50
H  3.50  -1.53  -0.94
C  -1.06  1.04  3.36
H  -1.71  1.76  3.90
H  -1.21  0.02  3.73
H  0.00  1.31  3.53
C  -3.28  1.12  1.72
H  -3.62  0.11  1.96
H  -3.56  1.83  2.53
H  -3.76  1.42  0.78
O  0.07  -2.57  1.99
B  -0.46  -2.04  0.76
O  -1.02  -3.19  0.07
C  -0.98  -4.27  0.93
C  -1.54  -5.54  0.82
C  -1.45  -6.42  1.90
C  -0.81  -6.04  3.05
C  -0.23  -4.77  3.17
C  -0.32  -3.89  2.10
H  -2.06  -5.86  -0.08
H  -1.89  -7.41  1.84
H  -0.74  -6.74  3.89
H  0.26  -4.50  4.10

Results
Energy = -1757.812915 Ha
Orbital gap = 5.7 eV
Charge = +1
LUMO level = -3.38 eV

***

4.
A structure of composition C10H21NO15Y at a distorted geometry. Source: OMol25; level of theory: the ωB97M-V functional and the def2-TZVPD basis.

Cartesian coordinates (Å):
Y  -0.61  1.10  1.60
O  0.28  2.38  7.69
C  0.10  2.10  6.42
O  -0.05  2.93  5.55
O  -0.06  0.93  5.96
H  0.28  3.33  7.76
O  1.55  -5.19  0.55
C  0.64  -4.74  1.41
O  0.10  -5.41  2.22
O  0.32  -3.52  1.46
H  1.65  -6.04  0.98
O  -0.72  6.84  -0.95
C  -0.66  5.55  -0.68
O  -1.64  4.82  -0.24
O  0.32  4.83  -0.64
H  0.16  7.07  -1.27
O  -6.93  -0.93  3.09
C  -5.72  -1.25  3.36
O  -4.78  -0.56  2.98
O  -5.42  -2.38  3.81
H  -7.60  -1.60  3.23
C  -3.64  0.13  -4.13
C  -2.49  -0.91  -3.89
C  -2.13  -1.51  -5.28
O  -0.80  -1.87  -5.26
C  -0.34  -2.49  -6.46
N  -1.40  -0.35  -3.18
H  -4.50  -0.40  -4.54
H  -3.29  0.94  -4.77
H  -4.01  0.51  -3.18
H  -2.93  -1.73  -3.32
H  -2.18  -0.70  -6.00
H  -2.74  -2.37  -5.56
H  0.68  -2.87  -6.36
H  -0.41  -1.86  -7.34
H  -0.92  -3.36  -6.78
H  -1.19  0.36  -3.87
H  -0.60  -0.96  -3.23
C  5.57  1.51  2.54
C  6.54  0.55  3.24
O  7.73  1.27  3.58
O  4.45  0.78  2.03
H  6.18  1.97  1.77
H  5.05  2.16  3.25
H  6.84  -0.34  2.70
H  6.16  0.29  4.23
H  8.32  0.78  4.16
H  4.84  0.19  1.37

Results
ΔE to the lowest compared entry with this formula, charge and spin = 1686.1 kJ/mol
Energy = -1614.912892 Ha
Orbital gap = 2.0 eV
Charge = -1
LUMO level = -3.10 eV

***

5.
The molecule C20H20N2O4 at a distorted geometry. Source: OMol25; level of theory: the ωB97M-V functional and the def2-TZVPD basis.

Cartesian coordinates (Å):
O  -0.69  2.53  1.75
C  0.04  2.42  0.77
C  -0.24  3.29  -0.39
C  -1.12  4.34  -0.37
C  -1.12  4.90  -1.66
C  -0.25  4.15  -2.39
O  0.29  3.18  -1.63
N  1.08  1.55  0.77
C  1.30  0.78  1.99
C  0.64  -0.57  1.95
C  -0.70  -0.71  1.85
C  -1.31  -2.00  1.78
C  -2.70  -2.19  1.66
C  -3.23  -3.45  1.61
C  -2.39  -4.57  1.67
C  -1.03  -4.42  1.79
C  -0.48  -3.14  1.85
N  0.87  -2.95  1.97
C  1.52  -1.73  2.02
O  2.73  -1.69  2.12
C  1.97  1.27  -0.33
C  1.66  -0.06  -1.06
C  0.18  -0.19  -1.48
C  0.23  -0.31  -3.00
C  1.60  0.28  -3.33
O  2.43  -0.12  -2.25
H  -1.69  4.66  0.48
H  -1.69  5.74  -2.01
H  0.06  4.20  -3.41
H  2.37  0.64  2.13
H  0.88  1.37  2.81
H  -1.33  0.16  1.81
H  -3.33  -1.32  1.62
H  -4.30  -3.59  1.51
H  -2.82  -5.56  1.63
H  -0.38  -5.28  1.84
H  1.47  -3.76  2.02
H  1.94  2.08  -1.06
H  2.99  1.20  0.06
H  1.99  -0.90  -0.44
H  -0.28  -1.06  -1.02
H  -0.38  0.69  -1.17
H  -0.58  0.23  -3.50
H  0.20  -1.36  -3.31
H  2.05  -0.11  -4.24
H  1.55  1.37  -3.39

Results
ΔE to the lowest compared entry with this formula, charge and spin = 119.6 kJ/mol
Energy = -1184.621095 Ha
Orbital gap = 8.6 eV
LUMO level = 0.17 eV

***

6.
A cluster of 2 separate species, C3H6N2S2 in total at a distorted geometry. Source: OMol25; level of theory: the ωB97M-V functional and the def2-TZVPD basis.

Cartesian coordinates (Å):
C  -0.39  -1.39  0.95
C  2.45  -0.25  -0.27
C  -2.35  0.64  -0.50
N  -0.56  -2.28  1.65
N  0.03  0.89  0.21
S  1.59  1.10  0.64
S  -1.33  1.60  0.64
H  3.33  -0.37  0.34
H  2.80  0.01  -1.24
H  2.00  -1.27  -0.40
H  -3.08  1.33  -0.91
H  -2.81  -0.26  0.16
H  -1.69  0.25  -1.27

Results
ΔE to the lowest compared entry with this formula, charge and spin = 504.4 kJ/mol
Energy = -1023.610809 Ha
Orbital gap (spin up / spin down) = 6.7 / 6.7 eV
LUMO level (spin up / spin down) = -1.99 / -1.99 eV

***

7.
The molecule C7H14N2 at a distorted geometry. Source: OMol25; level of theory: the ωB97M-V functional and the def2-TZVPD basis.

Cartesian coordinates (Å):
C  -0.60  -1.78  1.60
C  -0.28  -1.53  0.30
N  0.83  -0.70  -0.13
C  2.22  -1.06  0.15
C  0.35  0.56  -0.32
C  1.21  1.79  -0.25
C  -1.05  0.55  -0.35
C  -1.82  0.24  -1.61
N  -1.78  1.29  0.62
H  -1.14  -2.69  1.86
H  -0.28  -1.12  2.39
H  -0.48  -2.29  -0.46
H  2.87  -0.67  -0.64
H  2.55  -0.61  1.10
H  2.31  -2.14  0.22
H  1.54  2.02  -1.27
H  0.69  2.67  0.13
H  2.12  1.70  0.35
H  -2.75  -0.29  -1.36
H  -2.10  1.16  -2.13
H  -1.25  -0.41  -2.28
H  -1.47  1.02  1.56
H  -1.67  2.29  0.51

Results
ΔE to the lowest compared entry with this formula, charge and spin = 416.3 kJ/mol
Energy = -384.473341 Ha
Orbital gap (spin up / spin down) = 6.7 / 6.8 eV
LUMO level (spin up / spin down) = 0.81 / 0.83 eV

***

8.
A structure of composition C25H36N3O2 at a distorted geometry. Source: OMol25; level of theory: the ωB97M-V functional and the def2-TZVPD basis.

Cartesian coordinates (Å):
C  4.69  1.06  -4.88
N  3.32  0.63  -4.75
C  2.51  0.38  -5.92
C  1.10  0.05  -5.36
C  1.29  0.16  -3.88
C  2.64  0.44  -3.59
C  3.12  0.59  -2.26
C  2.23  0.38  -1.21
C  0.82  0.34  -1.49
C  -0.21  0.42  -0.49
C  0.05  1.13  0.76
C  -0.79  0.92  1.89
C  -0.57  1.50  3.12
C  0.51  2.38  3.27
N  0.57  2.87  4.54
C  1.58  3.75  5.05
C  -0.49  2.36  5.36
C  -1.30  1.43  4.42
C  1.35  2.67  2.18
C  1.12  2.08  0.95
C  0.39  0.12  -2.83
H  5.02  1.51  -3.93
H  5.33  0.19  -5.11
H  4.77  1.79  -5.69
H  2.47  1.25  -6.60
H  2.91  -0.46  -6.51
H  0.36  0.76  -5.73
H  0.78  -0.95  -5.67
H  4.19  0.77  -2.12
H  2.63  0.27  -0.19
H  -1.25  0.52  -0.92
H  -1.69  0.30  1.80
H  2.40  3.83  4.32
H  1.16  4.76  5.24
H  1.95  3.34  6.00
H  -0.08  1.83  6.24
H  -1.12  3.18  5.76
H  -2.33  1.78  4.34
H  -1.35  0.43  4.85
H  2.18  3.37  2.34
H  1.74  2.39  0.12
H  -0.67  -0.08  -3.05
C  -1.55  -5.26  1.00
O  -1.64  -4.02  0.27
C  -0.35  -3.52  -0.02
C  -0.48  -2.39  -1.06
N  -1.27  -1.25  -0.51
C  -2.76  -1.30  -0.90
C  -3.76  -1.15  0.25
O  -3.23  -0.64  1.45
C  -4.25  -0.41  2.41
H  -2.55  -5.70  1.10
H  -0.89  -6.01  0.47
H  -1.11  -5.14  2.01
H  0.11  -3.12  0.90
H  0.29  -4.33  -0.45
H  0.54  -2.00  -1.26
H  -0.99  -2.78  -1.98
H  -1.12  -1.18  0.51
H  -2.88  -0.43  -1.58
H  -3.05  -2.25  -1.39
H  -4.54  -0.44  -0.05
H  -4.27  -2.09  0.52
H  -3.80  -0.04  3.35
H  -4.99  0.34  2.04
H  -4.80  -1.35  2.58

Results
ΔE to the lowest compared entry with this formula, charge and spin = 284.5 kJ/mol
Energy = -1288.626711 Ha
Orbital gap = 6.6 eV
Charge = +1
LUMO level = -2.98 eV

***

9.
A structure of composition C6H8NO5S2 at a distorted geometry. Source: OMol25; level of theory: the ωB97M-V functional and the def2-TZVPD basis.

Cartesian coordinates (Å):
C  -2.05  -1.08  1.89
C  -0.67  -1.01  2.23
C  -2.63  -0.97  0.69
C  0.09  -0.44  1.21
C  -1.76  -0.69  -0.53
C  -0.46  -0.23  -0.05
N  0.86  0.76  -2.30
O  2.46  -0.57  -0.69
O  -0.58  2.32  -1.02
O  1.48  1.67  -0.06
O  3.32  1.46  -1.69
O  3.75  0.99  0.64
S  0.22  1.13  -0.84
S  2.93  0.77  -0.48
H  -2.83  -1.12  2.70
H  -0.40  -1.00  3.30
H  -3.80  -1.14  0.41
H  1.18  -0.28  1.35
H  -1.77  -1.72  -1.09
H  -2.17  0.12  -1.17
H  1.67  1.29  -2.27
H  1.16  -0.26  -2.24

Results
ΔE to the lowest compared entry with this formula, charge and spin = 46.1 kJ/mol
Energy = -1460.709288 Ha
Orbital gap = 6.8 eV
Charge = -1
LUMO level = 3.46 eV

***

10.
A cluster of 2 separate species, C3H10N2P2 in total at a distorted geometry. Source: OMol25; level of theory: the ωB97M-V functional and the def2-TZVPD basis.

Cartesian coordinates (Å):
C  -0.30  0.57  0.51
C  -0.89  1.93  0.22
C  2.80  -0.63  -0.27
N  -0.15  -0.35  -0.56
N  1.77  -1.52  0.12
P  -1.24  -1.00  0.54
P  -3.10  -0.47  -0.49
H  0.47  0.58  1.28
H  -1.65  2.18  0.96
H  -1.34  1.93  -0.77
H  -0.11  2.68  0.26
H  3.76  -1.13  -0.08
H  2.78  -0.35  -1.33
H  2.76  0.26  0.36
H  1.62  -2.23  -0.59
H  -3.83  -0.63  0.69
H  -3.33  -1.80  -0.85

Results
Spin multiplicity = 3
ΔE to the lowest compared entry with this formula, charge and spin = 40.6 kJ/mol
Energy = -912.327220 Ha
Orbital gap (spin up / spin down) = 9.2 / 7.2 eV
LUMO level (spin up / spin down) = 1.15 / -1.52 eV

***

11.
The molecule C15H18N2O at a distorted geometry. Source: OMol25; level of theory: the ωB97M-V functional and the def2-TZVPD basis.

Cartesian coordinates (Å):
N  1.05  -6.31  1.96
C  0.75  -5.56  1.10
C  0.28  -4.74  -0.07
C  -0.28  -5.50  -1.13
C  -0.96  -4.81  -1.95
C  -0.64  -3.39  -2.00
C  0.26  -2.73  -0.89
N  0.39  -1.45  -1.08
C  0.14  -0.37  -1.68
O  -0.68  -0.53  -2.93
C  0.54  0.99  -1.37
C  -0.68  1.43  -0.23
C  -0.22  2.93  0.37
C  1.08  2.94  0.99
C  0.83  4.08  1.93
C  -0.54  3.86  2.36
C  -1.24  3.56  1.19
C  0.55  -3.49  0.05
H  -0.48  -6.60  -1.14
H  -1.35  -5.10  -2.89
H  -1.04  -2.73  -3.09
H  0.84  -1.12  -0.06
H  0.37  1.71  -2.23
H  1.48  0.92  -0.83
H  -1.55  1.55  -0.83
H  -0.44  0.81  0.56
H  -0.24  3.60  -0.62
H  2.00  3.31  0.14
H  1.24  1.96  1.49
H  1.80  4.04  2.71
H  0.84  4.97  1.38
H  -0.62  2.96  3.16
H  -0.69  4.76  2.73
H  -1.70  4.33  0.96
H  -2.03  2.79  1.27
H  0.95  -3.03  0.68

Results
ΔE to the lowest compared entry with this formula, charge and spin = 1342.5 kJ/mol
Energy = -766.673933 Ha
Orbital gap = 8.5 eV
LUMO level = -0.17 eV

***

12.
A structure of composition C21H28F3NO2 at a distorted geometry. Source: OMol25; level of theory: the ωB97M-V functional and the def2-TZVPD basis.

Cartesian coordinates (Å):
C  -0.17  3.59  2.28
C  -0.25  3.15  0.69
H  -1.22  3.20  0.28
H  0.54  3.78  0.12
O  0.23  1.96  0.51
C  0.57  1.46  -0.46
O  0.56  2.21  -1.35
C  1.10  -0.13  -0.54
C  0.77  -0.78  -1.84
C  -0.88  -0.87  -2.01
N  -1.30  -1.87  -0.79
C  -1.03  -1.08  0.37
C  0.31  -0.72  0.51
H  0.71  -1.96  0.76
H  0.51  -0.36  1.51
H  -1.68  -1.55  1.30
H  -1.77  0.12  0.35
C  -2.75  -2.18  -1.01
C  -3.85  -1.37  -1.47
H  -4.43  -0.98  -0.37
H  -3.32  -0.31  -1.86
C  -4.70  -1.95  -2.22
H  -5.30  -1.30  -2.94
H  -5.45  -2.62  -1.77
C  -3.52  -2.86  -3.43
H  -3.23  -2.05  -3.99
H  -4.23  -3.28  -3.95
C  -2.73  -3.44  -2.25
H  -3.17  -4.15  -1.76
H  -1.84  -3.43  -2.61
H  -2.90  -2.88  -0.16
H  -0.97  -1.35  -3.01
H  -1.31  0.07  -1.98
H  1.11  -1.64  -1.87
H  1.07  -0.10  -2.62
C  2.54  -0.31  -0.22
C  3.09  0.75  0.69
C  3.08  2.12  0.76
C  3.60  3.01  1.53
C  3.79  2.58  2.99
C  3.36  1.38  3.21
C  3.17  0.38  2.46
C  3.11  -0.94  2.78
F  3.03  -1.86  1.83
F  2.08  -1.18  3.47
F  3.95  -1.30  3.44
H  3.55  1.07  4.13
H  3.83  3.46  3.50
H  3.81  3.98  1.15
H  3.21  2.43  -0.36
H  3.00  0.22  -1.25
H  2.90  -1.19  -0.20
H  -0.41  4.52  2.18
H  0.79  3.50  2.66
H  -0.96  3.03  2.83

Results
ΔE to the lowest compared entry with this formula, charge and spin = 2131.1 kJ/mol
Energy = -1321.072871 Ha
Orbital gap = 8.3 eV
LUMO level = -0.28 eV